(1)
16
Properties=species:S:1:pos:R:3:mulliken_charge:R:1 method="wB97M-V/def2-TZVPD" e_above_lowest_kj_mol=271.5 homo_energy_ev=-9.0 charge=0 smiles="CC1=NCC(=O)CN1"
C -1.651 -0.235 1.675 -0.978
C -0.710 0.129 0.553 0.599
N -1.066 0.770 -0.456 -0.600
C 0.039 1.177 -1.335 -0.403
C 1.052 0.154 -1.581 0.422
O 1.613 -0.086 -2.674 -0.594
C 1.306 -0.772 -0.217 -0.538
N 0.491 -0.360 0.754 -0.246
H -1.298 -1.400 1.995 0.226
H -1.310 0.475 2.457 0.290
H -2.756 -0.242 1.241 0.295
H 0.459 2.184 -1.099 0.261
H -0.426 1.462 -2.377 0.257
H 2.388 -0.894 -0.162 0.418
H 0.978 -1.805 -0.557 0.250
H 0.890 -0.556 1.783 0.341

***

(2)
10
Properties=species:S:1:pos:R:3:mulliken_charge:R:1 method="wB97M-V/def2-TZVPD" e_above_lowest_kj_mol=281.9 homo_energy_ev="-15.9 / -15.3" charge=+1 smiles="CN=[N+]=P(Cl)(Cl)Cl"
C -1.956 0.005 0.272 -0.524
N -0.601 0.172 0.531 -0.060
N 0.309 0.224 -0.897 -0.213
P 1.866 0.023 -0.355 1.010
Cl 2.187 -1.961 -0.202 -0.063
Cl 2.310 0.814 1.417 -0.036
Cl 2.951 0.814 -1.843 -0.054
H -2.416 1.019 0.669 0.313
H -2.260 -0.701 1.160 0.308
H -2.389 -0.409 -0.751 0.318

***

(3)
13
Properties=species:S:1:pos:R:3:mulliken_charge:R:1 method="wB97M-V/def2-TZVPD" e_above_lowest_kj_mol=352.1 homo_energy_ev=-8.4 charge=0
C 1.820 -0.821 0.136 -1.015
C -0.174 0.637 -0.566 -0.220
C -1.147 -0.288 -0.440 -0.572
C -1.767 0.691 0.502 -0.213
O -0.589 1.555 0.337 -0.382
H 2.325 0.136 -0.110 0.251
H 1.978 -0.919 1.205 0.322
H 2.365 -1.566 -0.451 0.282
H 0.650 0.879 -1.218 0.535
H -1.560 -1.021 -1.109 0.375
H 0.658 -0.971 0.101 0.182
H -1.881 0.410 1.548 0.222
H -2.633 1.230 0.115 0.232

***

(4)
81
Properties=species:S:1:pos:R:3:mulliken_spin:R:1 method="wB97M-V/def2-TZVPD" e_above_lowest_kj_mol=16.4 multiplicity=8 homo_energy_ev="-10.8 / -10.8" charge=+2 s2=15.996
N -6.074 4.940 -4.257 0.060
C -6.024 5.546 -3.073 -0.023
C -5.107 5.203 -2.072 0.063
C -4.139 4.207 -2.334 0.008
C -4.244 3.540 -3.591 0.042
C -5.228 3.928 -4.499 -0.024
C -3.088 3.855 -1.408 0.226
Eu 0.025 2.710 0.114 7.003
P 5.362 -0.617 0.343 0.000
C -1.880 3.265 -1.768 -0.237
C -1.695 1.826 -1.584 0.025
C -0.657 1.086 -2.202 -0.032
C -0.381 -0.213 -1.815 0.018
C -1.042 -0.822 -0.708 -0.054
C -1.944 -0.019 0.023 0.004
C -2.326 1.237 -0.453 -0.030
Br 1.762 0.089 0.220 -0.010
H -3.333 4.046 -0.348 -0.014
H -1.167 3.843 -2.380 0.007
H -5.134 5.705 -1.109 0.002
H -3.585 2.715 -3.858 0.003
H -6.716 6.376 -2.893 0.000
H -5.336 3.459 -5.479 0.000
H -0.030 1.586 -2.941 -0.002
H -3.121 1.785 0.055 -0.017
H 0.443 -0.725 -2.287 0.002
H -2.342 -0.382 0.981 0.001
P -0.919 -2.596 -0.201 0.004
C 4.881 1.090 0.668 -0.002
C 5.981 2.063 0.205 0.000
H 4.718 1.190 1.754 0.000
H 3.929 1.227 0.125 0.000
H 5.734 3.083 0.517 0.000
H 6.950 1.799 0.643 0.000
H 6.123 2.065 -0.881 0.000
C 4.670 -1.134 -1.260 0.000
C 5.510 -2.294 -1.825 0.000
H 4.706 -0.261 -1.935 0.000
H 3.620 -1.400 -1.048 -0.001
H 5.198 -2.524 -2.849 0.000
H 6.574 -2.023 -1.848 0.000
H 5.417 -3.212 -1.230 0.000
C 4.565 -1.721 1.552 0.000
C 5.511 -1.926 2.748 0.000
H 4.379 -2.691 1.061 0.000
H 3.609 -1.253 1.825 -0.001
H 5.069 -2.613 3.483 0.000
H 6.466 -2.360 2.415 0.000
H 5.755 -0.988 3.270 0.000
C -0.653 -2.922 1.564 -0.003
C -0.957 -4.337 2.058 0.000
H -1.285 -2.185 2.084 0.000
H 0.384 -2.618 1.779 -0.001
H -1.980 -4.404 2.445 0.000
H -0.828 -5.105 1.287 0.000
H -0.284 -4.584 2.884 0.000
C 0.246 -3.507 -1.253 -0.002
C -0.054 -3.430 -2.758 0.000
H 0.197 -4.549 -0.894 0.000
H 1.234 -3.114 -0.971 0.000
H -0.891 -4.095 -3.011 0.000
H -0.300 -2.408 -3.080 0.000
H 0.845 -3.761 -3.292 0.000
C -2.553 -3.286 -0.638 -0.004
C -3.751 -2.892 0.207 0.000
H -2.378 -4.373 -0.603 0.000
H -2.705 -3.002 -1.690 0.000
H -4.239 -2.010 -0.223 0.000
H -4.500 -3.690 0.152 0.000
H -3.504 -2.717 1.263 0.000
Cl -2.458 4.255 5.350 0.000
C -1.796 2.915 4.506 -0.002
C -1.545 1.732 5.191 0.000
C -0.903 0.717 4.491 0.000
C -0.482 0.941 3.173 -0.006
N -0.684 2.104 2.521 0.005
C -1.429 3.050 3.158 -0.005
H -1.844 1.678 6.237 0.000
H -0.724 -0.237 4.982 0.000
H 0.050 0.184 2.598 -0.002
H -1.679 3.958 2.615 -0.001

***

(5)
61
Properties=species:S:1:pos:R:3:mulliken_spin:R:1 method="wB97M-V/def2-TZVPD" e_above_lowest_kj_mol=0.0 multiplicity=5 homo_energy_ev="-6.3 / -7.8" charge=0 s2=6.025
P -0.222 -1.609 -3.059 0.004
P 0.167 1.622 -2.946 -0.002
C -0.443 -0.607 -4.614 0.000
C 0.337 0.727 -4.579 0.000
H -1.520 -0.434 -4.774 0.000
H -0.099 -1.222 -5.462 0.000
H 1.409 0.566 -4.791 0.000
H -0.032 1.399 -5.372 0.000
C -1.481 2.330 -3.330 0.000
H -1.748 3.037 -2.541 0.000
H -2.249 1.553 -3.372 0.000
H -1.433 2.847 -4.295 0.000
C 1.173 3.089 -3.364 0.000
H 0.785 3.585 -4.264 0.000
H 2.220 2.810 -3.528 0.000
H 1.134 3.791 -2.526 0.000
C -1.171 -3.090 -3.553 0.000
H -1.059 -3.855 -2.778 0.000
H -0.800 -3.489 -4.506 0.000
H -2.235 -2.851 -3.647 0.000
C 1.450 -2.219 -3.505 0.001
H 2.181 -1.406 -3.518 0.000
H 1.408 -2.686 -4.495 0.000
H 1.768 -2.957 -2.765 0.000
Fe -0.102 -0.212 1.970 3.635
C 0.496 1.662 0.438 0.024
C -0.853 1.509 0.262 0.009
C -1.572 0.557 -0.637 0.048
C -1.955 -0.905 -0.234 -0.046
C -0.855 -1.776 0.271 -0.013
C 0.521 -1.624 0.157 0.052
C 1.266 -0.615 -0.637 0.094
C 1.630 0.811 -0.073 -0.039
C 0.291 -1.644 3.247 0.126
H 0.828 2.450 1.139 0.000
H -1.516 2.186 0.817 -0.009
H -0.971 0.414 -1.562 -0.010
H -2.503 1.044 -0.980 0.003
H -2.752 -0.843 0.521 -0.012
H -2.434 -1.345 -1.123 0.005
H -1.219 -2.627 0.864 0.002
H 1.163 -2.367 0.646 -0.067
H 0.682 -0.379 -1.552 -0.007
H 2.210 -1.064 -1.022 0.006
H 2.391 0.676 0.719 0.005
H 2.146 1.327 -0.901 0.006
H 1.116 -1.257 3.874 0.019
H 0.597 -2.572 2.741 -0.004
H -0.588 -1.816 3.889 0.004
F 1.116 0.297 9.178 0.001
C 0.676 0.462 7.916 0.018
C 1.474 1.072 6.956 -0.008
F 2.703 1.512 7.307 0.000
C 1.024 1.223 5.645 0.010
F 1.833 1.813 4.725 -0.001
C -0.254 0.785 5.236 0.009
S -0.862 1.046 3.641 0.137
C -1.037 0.166 6.236 0.008
F -2.275 -0.279 5.902 0.000
C -0.591 -0.004 7.547 -0.009
F -1.365 -0.615 8.459 0.000

***

(6)
45
Properties=species:S:1:pos:R:3:mulliken_spin:R:1 method="wB97M-V/def2-TZVPD" multiplicity=5 homo_energy_ev="-14.0 / -14.7" charge=+2 s2=6.022
Pt 0.120 -0.475 -0.189 1.156
O 5.352 -2.168 0.730 0.000
C 4.615 -2.824 -0.290 0.001
C 3.227 -2.165 -0.300 0.010
C 2.678 -2.210 1.143 0.006
O 3.035 -1.067 1.897 0.065
C 3.430 -0.725 -0.822 -0.033
Se 2.331 0.645 -0.006 1.216
C 2.346 -2.984 -1.243 -0.005
Se 0.476 -2.451 -1.464 1.026
H 6.235 -2.548 0.804 0.000
H 4.512 -3.893 -0.079 0.000
H 5.101 -2.710 -1.264 0.000
H 3.026 -3.121 1.635 0.008
H 1.586 -2.234 1.140 0.014
H 3.994 -1.105 2.042 -0.005
H 3.235 -0.662 -1.893 0.003
H 4.452 -0.398 -0.637 -0.002
H 2.305 -4.032 -0.944 0.019
H 2.736 -2.956 -2.264 0.015
Cl -3.668 -1.065 3.898 0.001
C -2.196 -0.119 4.082 0.004
Cl -1.168 -0.756 5.346 0.001
Cl -2.565 1.582 4.356 0.001
C -1.455 -0.216 2.803 0.015
N -0.899 -0.295 1.807 0.002
C -2.317 3.224 0.469 -0.003
N -3.001 1.966 0.176 0.030
C -2.628 1.035 -0.710 -0.023
Se -1.086 1.044 -1.797 0.407
N -3.554 0.064 -0.707 0.026
C -4.560 0.362 0.205 0.014
C -5.723 -0.309 0.570 -0.002
C -6.508 0.309 1.520 0.009
C -6.155 1.549 2.084 0.011
C -5.002 2.211 1.718 -0.004
C -4.208 1.582 0.763 0.011
H -1.386 3.259 -0.087 0.004
H -2.112 3.281 1.537 -0.001
H -2.950 4.058 0.173 -0.002
H -3.520 -0.736 -1.321 0.001
H -6.003 -1.256 0.128 0.000
H -7.428 -0.166 1.833 0.001
H -6.811 1.997 2.818 0.001
H -4.738 3.170 2.144 0.000

***

(7)
100
Properties=species:S:1:pos:R:3:mulliken_charge:R:1 method="wB97M-V/def2-TZVPD" e_above_lowest_kj_mol=132.4 homo_energy_ev=-9.4 charge=+1
Ca -0.124 0.093 -0.329 0.514
C -2.481 -3.633 1.255 -1.232
As -2.509 -2.143 -0.037 0.758
C -3.298 -3.222 -1.475 -1.244
C -4.115 -1.216 0.708 -1.090
C -4.797 -0.134 -0.142 3.633
C -5.589 -0.776 -1.292 -2.001
C -3.759 0.785 -0.823 -1.573
As -2.621 2.262 -0.070 0.465
C -3.960 3.718 0.014 -1.195
C -2.476 1.980 1.884 -0.434
C -5.742 0.733 0.706 -2.027
As -7.318 0.142 1.823 0.351
C -6.409 -0.761 3.328 -1.009
C -7.975 -1.499 0.953 -1.049
H -3.457 -4.123 1.302 0.405
H -2.196 -3.320 2.258 0.269
H -1.749 -4.369 0.913 0.457
H -4.298 -3.570 -1.206 0.519
H -2.656 -4.089 -1.632 0.527
H -3.344 -2.677 -2.415 0.029
H -3.795 -0.763 1.653 -0.139
H -4.840 -2.001 0.951 0.570
H -4.935 -1.039 -2.123 0.268
H -6.337 -0.080 -1.669 0.519
H -6.103 -1.673 -0.965 0.374
H -4.299 1.332 -1.604 0.778
H -3.038 0.128 -1.336 -0.312
H -3.430 4.663 0.167 0.421
H -4.676 3.590 0.826 0.356
H -4.494 3.785 -0.934 0.349
H -3.333 1.470 2.317 0.171
H -2.397 2.965 2.350 0.512
H -1.572 1.416 2.116 -0.259
H -6.180 1.476 0.027 0.650
H -5.141 1.301 1.424 -0.026
H -5.816 -0.054 3.907 0.313
H -5.781 -1.593 3.020 0.138
H -7.182 -1.151 3.989 0.492
H -8.324 -1.284 -0.054 0.325
H -8.827 -1.866 1.526 0.412
H -7.229 -2.290 0.921 0.213
Br -3.487 -0.554 6.997 -0.167
C -2.134 -0.484 5.663 -0.299
C -2.430 -0.907 4.373 -0.327
C -1.458 -0.818 3.400 0.332
C -0.185 -0.317 3.684 -0.543
C 0.089 0.116 4.987 -0.371
C -0.876 0.020 5.972 -0.825
N 0.701 -0.284 2.613 0.157
C 1.965 -0.234 2.792 -0.015
C 2.918 -0.252 1.700 0.206
C 4.275 -0.032 1.965 -0.825
C 5.188 -0.103 0.929 -0.416
C 4.719 -0.404 -0.344 -0.966
C 3.354 -0.589 -0.520 -0.708
N 2.472 -0.511 0.463 -0.142
H -3.417 -1.285 4.142 0.549
H -1.648 -1.150 2.386 0.428
H 1.050 0.543 5.232 0.386
H -0.656 0.325 6.984 0.416
H 2.415 -0.200 3.789 0.324
H 4.601 0.196 2.967 0.387
H 6.239 0.075 1.105 0.462
H 5.390 -0.480 -1.184 0.464
H 2.950 -0.805 -1.501 1.080
C -1.827 3.873 -5.292 -0.632
C -0.472 3.623 -5.420 -0.782
C 0.106 2.562 -4.746 -0.420
C -0.651 1.729 -3.929 0.390
C -2.015 1.992 -3.820 -0.030
C -2.602 3.046 -4.496 -0.805
Si 0.150 0.274 -2.996 0.394
C 1.950 0.228 -3.624 -0.031
C 2.858 1.192 -3.190 -0.006
C 4.150 1.235 -3.679 -0.686
C 4.565 0.310 -4.624 -0.621
C 3.682 -0.663 -5.059 -0.704
C 2.389 -0.702 -4.563 -0.024
C -0.649 -1.333 -3.656 0.752
C -0.212 -2.563 -3.166 0.078
C -0.677 -3.753 -3.698 -0.952
C -1.628 -3.736 -4.708 -0.531
C -2.105 -2.524 -5.177 -0.736
C -1.612 -1.337 -4.662 -0.472
H -2.279 4.694 -5.825 0.391
H 0.137 4.255 -6.048 0.433
H 1.164 2.375 -4.866 0.327
H -2.632 1.337 -3.217 0.363
H -3.665 3.219 -4.412 0.496
H 2.543 1.928 -2.457 0.320
H 4.838 1.997 -3.338 0.485
H 5.567 0.352 -5.026 0.391
H 3.994 -1.385 -5.798 0.420
H 1.708 -1.465 -4.912 0.415
H 0.554 -2.586 -2.388 0.320
H -0.285 -4.696 -3.343 0.455
H -1.985 -4.661 -5.132 0.366
H -2.850 -2.506 -5.959 0.423
H -1.967 -0.400 -5.062 0.428

***

(8)
19
Properties=species:S:1:pos:R:3:mulliken_charge:R:1 method="wB97M-V/def2-TZVPD" e_above_lowest_kj_mol=475.8 homo_energy_ev=-7.7 charge=0
C 1.779 0.468 0.930 -0.877
N 0.847 -0.135 -0.032 0.035
N 1.239 -1.394 -0.576 -0.627
H 0.331 0.673 -0.633 0.382
H 2.004 -1.237 -1.225 0.261
H 1.582 -1.991 0.176 0.252
H 1.841 -0.141 1.834 0.328
H 1.405 1.453 1.199 0.298
H 2.759 0.557 0.463 0.364
C -1.641 -1.160 -0.199 -1.127
C -1.091 1.577 -0.668 -1.367
C -0.787 -0.168 0.545 0.577
O -0.883 0.074 1.720 -0.642
H -2.682 -0.878 -0.057 0.380
H -1.496 -2.151 0.237 0.367
H -1.415 -1.184 -1.261 0.287
H -0.767 2.459 -0.110 0.296
H -0.848 1.677 -1.735 0.420
H -2.176 1.499 -0.607 0.392

***

(9)
92
Properties=species:S:1:pos:R:3:mulliken_charge:R:1 method="wB97M-V/def2-TZVPD" homo_energy_ev=-9.2 charge=0 smiles=CO[C@H](C)COCCCO.c1ccncc1.c1ccncc1.c1ccncc1.c1ccncc1.c1ccncc1.c1ccncc1
C 1.808 -1.405 -2.200 -0.872
O 2.438 -0.212 -1.760 -0.469
C 3.032 0.566 -2.791 0.309
C 4.097 1.430 -2.139 -1.455
C 1.948 1.397 -3.469 -0.396
O 2.543 2.302 -4.370 -0.338
C 1.647 2.790 -5.350 -0.647
C 1.470 1.861 -6.553 -0.557
C 2.774 1.352 -7.137 -0.559
O 3.430 0.406 -6.292 -0.490
H 2.189 -2.247 -1.621 0.254
H 0.730 -1.341 -2.032 0.256
H 1.983 -1.595 -3.259 0.455
H 3.486 -0.099 -3.533 0.314
H 4.484 2.175 -2.830 0.378
H 4.920 0.810 -1.789 0.393
H 3.654 1.947 -1.286 0.228
H 1.240 0.739 -3.984 0.372
H 1.387 1.922 -2.683 0.340
H 2.073 3.731 -5.704 0.420
H 0.675 3.026 -4.906 0.338
H 0.788 1.033 -6.353 0.278
H 0.986 2.471 -7.325 0.389
H 3.437 2.182 -7.395 0.288
H 2.570 0.827 -8.074 0.409
H 4.058 0.885 -5.756 0.245
C 0.915 0.758 0.957 0.016
C 0.651 2.115 1.064 -0.143
C 0.089 2.596 2.239 -0.354
N -0.218 1.823 3.280 -0.546
C 0.039 0.520 3.164 -0.859
C 0.600 -0.057 2.034 -0.421
H 1.353 0.352 0.051 0.433
H 0.874 2.793 0.249 0.453
H -0.137 3.651 2.358 0.282
H -0.220 -0.087 4.025 0.755
H 0.783 -1.123 2.002 0.440
C 6.566 -3.155 -8.893 -0.350
C 6.918 -2.630 -10.126 -0.336
C 6.360 -1.420 -10.510 -0.236
N 5.500 -0.733 -9.762 -0.494
C 5.168 -1.250 -8.577 0.202
C 5.673 -2.452 -8.102 -0.509
H 6.980 -4.097 -8.556 0.371
H 7.611 -3.145 -10.778 0.361
H 6.612 -0.976 -11.467 0.360
H 4.469 -0.671 -7.981 0.311
H 5.371 -2.823 -7.132 0.365
C -3.785 -3.558 5.149 -0.445
C -3.464 -2.657 4.147 -0.492
C -2.198 -2.092 4.158 0.120
N -1.271 -2.361 5.074 -0.342
C -1.598 -3.229 6.031 -0.469
C -2.833 -3.853 6.113 0.047
H -4.762 -4.023 5.185 0.406
H -4.173 -2.385 3.377 0.410
H -1.908 -1.387 3.388 0.064
H -0.827 -3.430 6.767 0.357
H -3.051 -4.553 6.909 0.318
C -4.655 -9.035 8.946 -0.145
C -4.117 -7.976 9.658 -0.502
C -4.116 -6.720 9.071 -0.106
N -4.603 -6.472 7.857 -0.376
C -5.116 -7.500 7.185 -0.058
C -5.167 -8.794 7.681 -0.539
H -4.676 -10.031 9.369 0.365
H -3.706 -8.117 10.648 0.340
H -3.705 -5.864 9.598 0.340
H -5.504 -7.272 6.198 0.338
H -5.597 -9.590 7.090 0.345
C -4.707 2.858 0.714 -0.515
C -3.468 2.320 1.020 -0.264
C -3.420 1.046 1.564 0.081
N -4.501 0.307 1.814 -0.280
C -5.684 0.840 1.515 -0.283
C -5.842 2.103 0.966 -0.381
H -4.787 3.851 0.289 0.385
H -2.556 2.874 0.845 0.389
H -2.470 0.589 1.820 0.188
H -6.548 0.220 1.729 0.339
H -6.830 2.483 0.744 0.370
C 0.122 8.714 2.733 -0.145
C -0.926 8.312 3.544 -0.446
C -1.498 7.069 3.317 -0.213
N -1.096 6.237 2.359 -0.359
C -0.086 6.638 1.588 0.061
C 0.554 7.859 1.732 -0.643
H 0.596 9.676 2.879 0.365
H -1.296 8.947 4.338 0.352
H -2.318 6.717 3.931 0.362
H 0.223 5.941 0.817 0.328
H 1.371 8.130 1.077 0.349